Formula: C20H17F6N6OS2Tc
Source: the OMol25 dataset
Level of theory: wB97M-V/def2-TZVPD

Each line ends with the Mulliken spin population.
Atoms and positions in Å:
Tc: -0.668 1.025 0.363  1.32
C: 3.174 2.347 0.221  0.00
C: 1.862 1.630 0.285  0.24
N: 0.691 2.227 0.161  -0.06
N: 0.278 3.512 0.010  0.03
C: -1.150 3.705 0.008  0.23
N: -1.497 5.024 -0.135  0.11
S: -2.406 2.499 0.158  0.40
C: 1.825 0.099 0.498  0.04
C: 2.979 -0.639 0.605  0.06
C: 2.898 -2.047 0.819  0.08
C: 1.669 -2.674 0.914  0.02
C: 0.493 -1.894 0.788  0.13
N: 0.538 -0.521 0.589  -0.26
H: 3.029 3.417 0.073  0.00
H: 3.763 1.968 -0.616  0.01
H: 3.727 2.203 1.151  0.01
H: 0.926 4.281 0.127  -0.01
H: -0.889 5.631 -0.666  0.00
H: -2.484 5.192 -0.255  0.00
H: 3.951 -0.173 0.534  0.01
H: 3.804 -2.630 0.909  0.00
H: 1.596 -3.739 1.082  0.00
H: -0.478 -2.336 0.859  0.00
F: 1.275 2.975 -3.916  0.00
C: 0.682 1.805 -4.226  0.00
F: -0.577 2.064 -4.613  0.00
F: 1.306 1.412 -5.368  0.00
C: 0.807 0.744 -3.169  0.00
C: 1.495 -0.410 -3.494  -0.02
C: 1.659 -1.434 -2.577  0.00
C: 1.128 -1.287 -1.333  0.07
N: 0.419 -0.181 -0.921  -0.02
C: 0.260 0.869 -1.880  0.08
S: -0.673 2.500 -1.565  0.12
H: 1.923 -0.522 -4.482  0.00
H: 2.209 -2.328 -2.834  0.01
H: 1.253 -2.067 -0.512  -0.03
O: -2.087 0.673 -0.593  0.46
F: -3.798 -4.915 2.449  0.00
C: -3.676 -3.849 3.261  0.00
F: -4.920 -3.511 3.642  0.00
F: -3.037 -4.275 4.363  0.00
C: -2.972 -2.708 2.581  -0.01
C: -1.795 -2.192 3.082  0.05
C: -1.194 -1.145 2.411  0.01
N: -1.687 -0.579 1.279  -0.09
C: -2.844 -1.105 0.818  -0.02
C: -3.506 -2.154 1.428  0.02
H: -1.342 -2.589 3.979  0.00
H: -0.274 -0.716 2.779  -0.01
H: -3.235 -0.655 -0.077  0.01
H: -4.428 -2.529 1.003  0.00

Results
2S+1: 4
Charge: +1
Orbital gap (alpha / beta), eV: 5.02 / 5.92
HOMO level (alpha / beta), eV: -8.8 / -10.4
Expectation value of S²: 3.82
E, a.u.: -2651.58785